[1]
C41H30ClIN2O5P2Tc as an isolated structure at a distorted geometry, computed with ωB97M-V with the def2-TZVPD basis set.

```
83
Properties=species:S:1:pos:R:3:forces:R:3
Tc 2.280 -1.196 0.220 0.231 -0.961 0.506
O 3.798 -4.167 3.035 -0.027 -0.129 0.021
C 3.457 -3.428 2.015 0.057 0.193 0.045
O 3.562 -2.208 1.966 0.106 -0.176 0.068
C 2.981 -4.164 0.812 -0.025 -0.160 -0.041
C 3.105 -5.512 0.543 0.058 0.030 0.116
C 2.883 -5.938 -0.767 -0.025 -0.031 -0.116
C 2.651 -5.012 -1.775 0.026 -0.084 0.021
C 2.557 -3.678 -1.415 0.070 0.042 0.091
N 2.624 -3.305 -0.144 -0.142 0.219 -0.030
C 2.599 -2.479 -2.333 -0.044 -0.003 -0.075
O 2.467 -2.549 -3.516 0.032 0.061 0.052
O 2.883 -1.366 -1.634 0.048 0.178 -0.335
H 4.187 -3.633 3.749 0.003 0.052 -0.029
H 3.416 -6.203 1.314 -0.009 0.022 0.012
H 2.971 -6.989 -1.007 -0.006 0.005 -0.005
H 2.583 -5.297 -2.816 0.008 0.031 -0.006
Cl -0.038 1.842 5.974 -0.021 0.010 0.037
C 0.737 1.472 4.487 0.067 0.142 -0.001
C 1.502 2.418 3.861 -0.070 0.059 0.152
C 2.137 2.152 2.631 0.112 -0.133 -0.334
I 3.252 3.604 1.663 -0.019 0.019 0.095
C 1.997 0.915 2.050 -0.008 0.062 0.049
O 2.526 0.573 0.854 0.052 0.317 0.026
C 1.216 -0.066 2.692 -0.057 -0.043 -0.026
N 1.089 -1.256 2.020 0.076 0.366 0.277
C 0.341 -2.205 2.556 0.019 -0.044 -0.145
C -0.324 -2.041 3.773 -0.074 -0.096 0.026
C -0.216 -0.854 4.452 0.033 0.072 -0.015
C 0.567 0.186 3.915 -0.012 -0.184 -0.108
H 1.617 3.393 4.314 -0.009 -0.007 0.001
H 0.250 -3.134 2.004 0.003 -0.020 -0.016
H -0.925 -2.852 4.159 0.008 0.003 -0.009
H -0.732 -0.704 5.391 0.003 0.002 0.005
C -0.821 0.471 0.270 0.310 0.056 -0.195
P 0.369 -0.281 -0.886 -0.976 0.423 -0.416
C -0.543 -1.545 -1.785 0.160 -0.082 -0.035
C -0.603 -2.840 -1.272 0.015 0.042 0.051
C -1.365 -3.813 -1.898 -0.023 -0.013 -0.029
C -2.073 -3.495 -3.050 0.034 0.038 0.028
C -2.022 -2.206 -3.565 -0.003 -0.029 0.005
C -1.265 -1.231 -2.937 0.066 0.079 -0.012
C 0.980 0.988 -1.989 0.104 -0.019 0.100
C 1.180 2.272 -1.475 0.021 -0.038 0.013
C 1.710 3.262 -2.281 -0.014 -0.018 -0.077
C 2.043 2.975 -3.600 -0.013 0.037 0.061
C 1.865 1.696 -4.107 -0.014 -0.061 -0.005
C 1.348 0.693 -3.302 0.023 0.024 -0.048
P -2.443 1.039 -0.494 -0.206 -0.111 -0.148
C -3.273 1.582 1.047 0.066 -0.035 0.072
C -2.927 1.150 2.327 -0.061 0.148 -0.102
C -3.648 1.579 3.434 -0.078 0.032 0.023
C -4.728 2.433 3.275 0.031 -0.021 0.009
C -5.090 2.857 2.003 0.022 -0.027 0.015
C -4.372 2.433 0.898 0.075 -0.070 0.021
C -2.019 2.651 -1.246 0.146 -0.053 0.183
C -1.623 3.753 -0.487 0.039 0.041 -0.114
C -1.302 4.948 -1.112 -0.023 -0.009 0.071
C -1.381 5.055 -2.495 -0.018 -0.073 -0.056
C -1.786 3.966 -3.256 0.058 0.131 0.020
C -2.106 2.771 -2.631 -0.047 -0.126 0.063
H -0.330 1.266 0.837 -0.029 0.008 0.038
H -1.093 -0.329 0.958 -0.033 -0.047 0.030
H -0.051 -3.091 -0.372 -0.043 -0.031 0.043
H -1.410 -4.815 -1.492 -0.002 0.005 0.007
H -2.667 -4.251 -3.544 0.003 0.002 0.003
H -2.577 -1.959 -4.460 0.004 0.002 0.010
H -1.234 -0.228 -3.343 -0.004 -0.017 0.007
H 0.934 2.506 -0.449 -0.021 0.012 -0.010
H 1.860 4.256 -1.883 -0.012 -0.003 0.005
H 2.453 3.752 -4.232 0.001 -0.006 0.001
H 2.145 1.471 -5.127 -0.012 -0.003 0.006
H 1.252 -0.308 -3.699 -0.027 -0.021 -0.001
H -2.090 0.484 2.486 0.022 -0.022 0.031
H -3.363 1.246 4.424 -0.011 -0.002 0.005
H -5.290 2.766 4.138 0.005 0.001 -0.003
H -5.935 3.520 1.870 -0.002 -0.002 0.008
H -4.661 2.772 -0.090 -0.005 0.011 -0.001
H -1.582 3.681 0.594 -0.009 0.005 0.016
H -1.005 5.803 -0.518 0.001 0.013 -0.005
H -1.144 5.993 -2.980 0.001 0.003 0.003
H -1.866 4.053 -4.332 -0.001 0.004 -0.002
H -2.452 1.927 -3.220 0.014 0.014 0.002
```
Positions in Å, forces in eV/Å.

Its net charge is +2. The LUMO energy (alpha / beta) comes out at -6.72 / -7.65 eV. The value obtained for the largest force on an atom is 0.0222 hartree/bohr. As for the spin multiplicity: 4. As for the expectation value of S²: 3.7823. Its HOMO energy (alpha / beta) is -12.73 / -12.72 eV. The calculation puts the HOMO-LUMO gap (alpha / beta) at 6.01 / 5.08 eV. The calculation puts the molar mass at 953.00 g/mol.


[2]
An isolated ion of composition C10H14ClNO3P and charge +1 at a distorted geometry, computed with ωB97M-V with the def2-TZVPD basis set.

```
30
Properties=species:S:1:pos:R:3:forces:R:3
C -2.931 0.532 -2.605 -0.172 0.945 -0.147
C -1.476 0.816 -2.227 -0.004 -1.097 0.505
C -0.511 -0.430 -2.355 -0.213 1.018 0.188
Cl -1.352 -2.000 -2.382 0.303 0.142 -0.155
C 0.508 -0.324 -1.215 -1.539 -0.957 -0.927
C 1.753 0.095 -1.579 0.210 -0.067 0.171
N 2.673 0.252 -0.623 0.810 0.413 -0.613
C 2.436 0.031 0.660 0.176 -0.197 0.623
C 1.207 -0.416 1.085 -1.229 0.664 0.649
P 0.994 -0.727 2.904 0.701 -1.504 0.611
C 2.113 0.529 3.670 -0.870 0.313 -0.644
O -0.523 -0.244 3.290 0.261 0.529 -0.393
C 0.191 -0.599 0.127 0.741 0.622 -0.061
C -1.184 -1.057 0.565 -1.704 -1.187 0.002
O -1.517 -2.218 0.580 1.103 0.936 0.458
O -2.053 -0.079 0.916 1.256 0.180 -0.144
H -3.058 0.136 -3.617 0.111 -0.150 0.238
H -3.427 -0.099 -1.864 0.217 -0.130 -0.267
H -3.473 1.488 -2.585 0.127 -0.182 -0.019
H -1.463 1.089 -1.164 -0.073 0.287 -0.315
H -1.013 1.626 -2.800 -0.228 -0.060 0.044
H 0.015 -0.337 -3.309 -0.049 -0.270 0.189
H 2.030 0.310 -2.604 0.052 -0.021 0.183
H 3.587 0.594 -0.902 -0.016 -0.073 0.110
H 3.239 0.210 1.365 0.044 0.070 -0.286
H 1.854 0.550 4.732 0.142 -0.036 -0.147
H 3.155 0.219 3.552 -0.174 -0.016 0.114
H 1.948 1.524 3.236 0.178 -0.101 0.234
H -1.042 -0.991 3.611 0.168 -0.048 0.099
H -2.679 -0.479 1.537 -0.327 -0.023 -0.302
```
Positions in Å, forces in eV/Å.

Its net charge is +1. The LUMO energy comes out at -4.73 eV. The value obtained for the largest force on an atom is 0.0404 hartree/bohr. Its SMILES is CC[C@H](Cl)c1c[nH+]cc(P(C)O)c1C(=O)O. As for the spin multiplicity: 1. Its HOMO energy is -12.23 eV. The calculation puts the HOMO-LUMO gap at 7.50 eV. The calculation puts the molar mass at 262.65 g/mol.


What did the second record say?
An isolated ion of composition C10H14ClNO3P and charge +1 at a distorted geometry, computed with ωB97M-V with the def2-TZVPD basis set.

```
30
Properties=species:S:1:pos:R:3:forces:R:3
C -2.931 0.532 -2.605 -0.172 0.945 -0.147
C -1.476 0.816 -2.227 -0.004 -1.097 0.505
C -0.511 -0.430 -2.355 -0.213 1.018 0.188
Cl -1.352 -2.000 -2.382 0.303 0.142 -0.155
C 0.508 -0.324 -1.215 -1.539 -0.957 -0.927
C 1.753 0.095 -1.579 0.210 -0.067 0.171
N 2.673 0.252 -0.623 0.810 0.413 -0.613
C 2.436 0.031 0.660 0.176 -0.197 0.623
C 1.207 -0.416 1.085 -1.229 0.664 0.649
P 0.994 -0.727 2.904 0.701 -1.504 0.611
C 2.113 0.529 3.670 -0.870 0.313 -0.644
O -0.523 -0.244 3.290 0.261 0.529 -0.393
C 0.191 -0.599 0.127 0.741 0.622 -0.061
C -1.184 -1.057 0.565 -1.704 -1.187 0.002
O -1.517 -2.218 0.580 1.103 0.936 0.458
O -2.053 -0.079 0.916 1.256 0.180 -0.144
H -3.058 0.136 -3.617 0.111 -0.150 0.238
H -3.427 -0.099 -1.864 0.217 -0.130 -0.267
H -3.473 1.488 -2.585 0.127 -0.182 -0.019
H -1.463 1.089 -1.164 -0.073 0.287 -0.315
H -1.013 1.626 -2.800 -0.228 -0.060 0.044
H 0.015 -0.337 -3.309 -0.049 -0.270 0.189
H 2.030 0.310 -2.604 0.052 -0.021 0.183
H 3.587 0.594 -0.902 -0.016 -0.073 0.110
H 3.239 0.210 1.365 0.044 0.070 -0.286
H 1.854 0.550 4.732 0.142 -0.036 -0.147
H 3.155 0.219 3.552 -0.174 -0.016 0.114
H 1.948 1.524 3.236 0.178 -0.101 0.234
H -1.042 -0.991 3.611 0.168 -0.048 0.099
H -2.679 -0.479 1.537 -0.327 -0.023 -0.302
```
Positions in Å, forces in eV/Å.

Its net charge is +1. The LUMO energy comes out at -4.73 eV. The value obtained for the largest force on an atom is 0.0404 hartree/bohr. Its SMILES is CC[C@H](Cl)c1c[nH+]cc(P(C)O)c1C(=O)O. As for the spin multiplicity: 1. Its HOMO energy is -12.23 eV. The calculation puts the HOMO-LUMO gap at 7.50 eV. The calculation puts the molar mass at 262.65 g/mol.


net charge of number 2 (C10H14ClNO3P)? +1


Among the records above, which one has the highest net charge? C41H30ClIN2O5P2Tc